Run one
Molecular formula: C4H13N3
Method: DFT, ωB97M-V with the def2-TZVPD basis set

Values from the calculation:
Structure (SMILES) ... NCCNCCN
LUMO energy ... 1.13 eV
Molecular weight ... 103.2 g mol⁻¹
Net charge ... 0
Kohn-Sham gap ... 0.3680 Eh
HOMO ... -8.88 eV

The geometry in XYZ format:
```
20
C4H13N3, DFT ωB97M-V with the def2-TZVPD basis set
N 0.181 3.295 -0.276
N -1.530 -2.887 1.138
N 0.156 -0.101 -0.528
C 0.841 2.225 -1.030
C -0.693 -2.332 0.078
C -0.033 -1.046 0.579
C 1.098 0.978 -0.185
H -0.451 2.968 0.436
H -0.259 3.960 -0.893
H 0.289 1.952 -1.925
H 0.097 -3.012 -0.269
H -1.932 -3.783 0.896
H -1.310 -2.073 -0.775
H -0.969 -3.048 1.967
H 2.100 0.644 -0.459
H 0.920 -1.251 1.061
H 1.792 2.600 -1.412
H -0.706 -0.627 1.338
H 1.152 1.172 0.896
H -0.743 0.365 -0.635
```

Listed below, in e, are the Mulliken charges computed for each atom: -0.55, -0.62, -0.43, -0.52, -0.41, -0.68, -0.59, 0.20, 0.20, 0.33, 0.22, 0.23, 0.36, 0.20, 0.28, 0.44, 0.30, 0.33, 0.42, 0.26

***

Run two
Molecular formula: C4H13N3
Method: DFT, ωB97M-V with the def2-TZVPD basis set

Values from the calculation:
Structure (SMILES) ... NCCCNCN
LUMO energy ... 1.12 eV
Molecular weight ... 103.2 g mol⁻¹
Net charge ... 0
Kohn-Sham gap ... 0.3551 Eh
HOMO ... -8.55 eV

The geometry in XYZ format:
```
20
C4H13N3, DFT ωB97M-V with the def2-TZVPD basis set
N -0.922 0.705 -2.393
N 0.177 -0.106 1.058
N -1.136 -0.994 3.078
C 0.763 -0.559 -0.239
C 1.181 0.489 -1.269
C -0.292 -1.243 1.983
C 0.089 1.419 -1.663
H 1.970 1.228 -0.752
H 0.848 0.553 1.455
H -0.869 -0.106 3.386
H 1.610 0.000 -2.175
H -1.119 1.479 -3.096
H -1.730 0.243 -1.977
H -0.331 1.952 -0.820
H 0.613 -1.813 2.205
H 0.007 -1.171 -0.702
H -2.129 -1.192 3.164
H 0.462 2.134 -2.427
H 1.668 -1.191 -0.066
H -0.862 -1.828 1.252
```

Listed below, in e, are the Mulliken charges computed for each atom: -0.53, -0.35, -0.44, -0.90, -0.45, -0.38, -0.53, 0.21, 0.25, 0.21, 0.29, 0.23, 0.19, 0.23, 0.29, 0.49, 0.23, 0.41, 0.30, 0.23

***

Most stable = run one

***

Run one
Molecular formula: C4H13N3
Method: DFT, ωB97M-V with the def2-TZVPD basis set

Values from the calculation:
LUMO energy (alpha / beta) ... -0.61 / 0.45 eV
Molecular weight ... 103.2 g mol⁻¹
Net charge ... 0
Kohn-Sham gap (alpha / beta) ... 0.2288 / 0.2897 Eh
HOMO (alpha / beta) ... -6.84 / -7.43 eV

The geometry in XYZ format:
```
20
C4H13N3, DFT ωB97M-V with the def2-TZVPD basis set
N 0.659 1.157 -1.001
N -2.502 -0.341 -0.563
N -2.369 -1.215 0.392
C 0.185 -0.379 1.319
C 1.177 1.082 0.234
C -1.619 -0.465 -1.613
C 2.617 0.633 0.317
H -0.662 0.222 1.600
H 2.904 0.384 1.339
H -1.299 -1.487 -1.860
H -0.526 0.199 -1.354
H 0.777 -0.769 2.138
H 3.279 1.427 -0.046
H -2.839 -1.026 1.264
H -2.000 0.030 -2.502
H 0.113 2.016 -1.075
H 0.215 -1.050 0.477
H 0.909 1.859 0.957
H 2.771 -0.230 -0.332
H -1.790 -2.047 0.308
```

Listed below, in e, are the Mulliken charges computed for each atom: -0.84, -0.24, -0.18, -1.16, 0.31, -0.66, -1.21, 0.34, 0.33, 0.32, 0.32, 0.43, 0.35, 0.26, 0.29, 0.28, 0.18, 0.36, 0.27, 0.26

***

Run two
Molecular formula: C4H13N3
Method: DFT, ωB97M-V with the def2-TZVPD basis set

Values from the calculation:
Structure (SMILES) ... CC(C)(C)NNN
LUMO energy ... 1.00 eV
Molecular weight ... 103.2 g mol⁻¹
Net charge ... 0
Kohn-Sham gap ... 0.3460 Eh
HOMO ... -8.42 eV

The geometry in XYZ format:
```
20
C4H13N3, DFT ωB97M-V with the def2-TZVPD basis set
N -0.471 -0.037 1.089
N 1.128 0.996 2.535
N 0.910 -0.150 1.843
C 0.106 -1.598 -0.814
C 0.832 0.804 -0.777
C -0.235 -0.172 -0.409
C -1.529 0.297 -1.010
H -1.128 -0.674 1.459
H 1.841 0.652 -0.316
H 0.956 -1.842 -0.286
H 0.661 1.084 3.393
H -2.378 -0.434 -0.962
H 1.070 1.808 2.102
H -0.697 -2.311 -0.515
H 0.508 1.866 -0.825
H -1.365 0.750 -1.966
H 0.256 -1.825 -1.967
H -1.856 1.156 -0.474
H 0.682 -0.902 2.567
H 1.122 0.679 -1.946
```

Listed below, in e, are the Mulliken charges computed for each atom: -0.59, -0.53, -0.20, -1.63, -1.76, 2.09, -1.85, 0.28, 0.38, 0.49, 0.20, 0.33, 0.23, 0.33, 0.35, 0.39, 0.29, 0.53, 0.32, 0.36

***

Run three
Molecular formula: C4H13N3
Method: DFT, ωB97M-V with the def2-TZVPD basis set

Values from the calculation:
Structure (SMILES) ... C[C@H](CN)NCN
LUMO energy ... 1.13 eV
Molecular weight ... 103.2 g mol⁻¹
Net charge ... 0
Kohn-Sham gap ... 0.3635 Eh
HOMO ... -8.76 eV

The geometry in XYZ format:
```
20
C4H13N3, DFT ωB97M-V with the def2-TZVPD basis set
N -0.355 0.905 0.176
N -2.446 2.002 0.146
N 2.595 -1.307 -0.360
C -1.656 0.990 -0.529
C 0.353 -0.348 -0.044
C -0.077 -1.563 0.787
C 1.855 -0.085 -0.025
H 0.014 -0.648 -1.053
H -3.407 2.111 -0.166
H 0.272 -1.428 1.814
H -1.383 1.255 -1.555
H -1.988 2.905 0.161
H 2.074 0.828 -0.593
H 2.151 0.187 0.992
H -1.168 -1.619 0.861
H 0.188 -2.491 0.293
H -2.206 0.060 -0.365
H 2.203 -1.799 -1.136
H 3.570 -1.093 -0.538
H -0.589 1.138 1.132
```

Listed below, in e, are the Mulliken charges computed for each atom: -0.40, -0.58, -0.49, -0.32, 0.22, -1.25, -0.77, 0.25, 0.20, 0.30, 0.24, 0.21, 0.32, 0.28, 0.38, 0.36, 0.32, 0.21, 0.22, 0.30

***

Run four
Molecular formula: C4H13N3
Method: DFT, ωB97M-V with the def2-TZVPD basis set

Values from the calculation:
Structure (SMILES) ... [H]/N=C(/C)N(C)C.N
LUMO energy ... 0.91 eV
Molecular weight ... 103.2 g mol⁻¹
Net charge ... 0
Kohn-Sham gap ... 0.3440 Eh
HOMO ... -8.45 eV

The geometry in XYZ format:
```
20
C4H13N3, DFT ωB97M-V with the def2-TZVPD basis set
N 0.785 1.894 0.608
N 0.265 0.095 -0.826
N 0.176 -1.432 1.878
C -0.751 -0.734 -1.436
C 1.638 -0.277 -1.078
C -0.033 0.969 0.226
C -1.493 1.282 0.445
H -1.511 -0.112 -1.907
H -1.570 2.030 1.229
H -0.768 -1.642 2.189
H -1.226 -1.378 -0.690
H 2.098 -0.762 -0.211
H 0.751 -1.644 2.690
H 2.215 0.616 -1.326
H 1.762 1.721 0.391
H 0.238 -0.326 1.603
H -1.953 1.682 -0.456
H -2.021 0.388 0.771
H 1.723 -0.972 -1.913
H -0.324 -1.399 -2.186
```

Listed below, in e, are the Mulliken charges computed for each atom: -0.77, 0.18, -0.61, -0.90, -1.10, 0.54, -1.20, 0.30, 0.32, 0.22, 0.29, 0.31, 0.23, 0.37, 0.21, 0.30, 0.34, 0.32, 0.33, 0.33

***

Most stable = run three

***

Run one
Molecular formula: CH8O5
Method: DFT, ωB97M-V with the def2-TZVPD basis set

Values from the calculation:
Structure (SMILES) ... O=CO.O.O.O
LUMO energy ... 0.27 eV
Molecular weight ... 100.1 g mol⁻¹
Net charge ... 0
Kohn-Sham gap ... 0.4073 Eh
HOMO ... -10.81 eV

The geometry in XYZ format:
```
14
CH8O5, DFT ωB97M-V with the def2-TZVPD basis set
O -0.283 0.304 -2.380
O 0.595 -2.214 1.745
O -2.468 -1.404 -0.765
O 1.380 0.740 1.396
O 0.206 1.796 -0.040
C 1.427 1.530 0.490
H 2.267 2.061 0.065
H 0.079 -1.748 1.070
H -0.118 1.393 -0.881
H -2.852 -2.015 -0.123
H 0.445 -0.296 -2.125
H 0.631 -1.464 2.358
H -3.273 -1.113 -1.197
H -0.863 0.088 -1.648
```

Listed below, in e, are the Mulliken charges computed for each atom: -0.68, -0.63, -0.61, -0.41, -0.47, 0.16, 0.34, 0.29, 0.37, 0.31, 0.36, 0.33, 0.29, 0.33

***

Run two
Molecular formula: CH8O5
Method: DFT, ωB97M-V with the def2-TZVPD basis set

Values from the calculation:
Structure (SMILES) ... O=CO.O.O.O
LUMO energy ... 0.37 eV
Molecular weight ... 100.1 g mol⁻¹
Net charge ... 0
Kohn-Sham gap ... 0.3858 Eh
HOMO ... -10.13 eV

The geometry in XYZ format:
```
14
CH8O5, DFT ωB97M-V with the def2-TZVPD basis set
O -1.753 0.142 2.945
O 0.071 -0.324 -3.305
O 1.252 0.723 1.008
O 1.319 -1.322 -0.351
O -0.781 0.845 0.092
C 0.089 1.288 0.828
H -1.974 0.150 2.008
H -1.575 -0.771 3.183
H 0.896 -1.928 0.265
H -0.114 2.186 1.414
H 1.352 -0.102 0.386
H 0.848 -1.147 -1.186
H -0.551 0.144 -3.887
H 0.921 0.116 -3.399
```

Listed below, in e, are the Mulliken charges computed for each atom: -0.64, -0.63, -0.49, -0.65, -0.57, 0.18, 0.33, 0.30, 0.35, 0.38, 0.43, 0.38, 0.31, 0.32

***

Most stable = run two

***

Run one
Molecular formula: H3N3O2
Method: DFT, ωB97M-V with the def2-TZVPD basis set

Values from the calculation:
LUMO energy ... 6.20 eV
Molecular weight ... 77.0 g mol⁻¹
Net charge ... -2
Kohn-Sham gap ... 0.2163 Eh
HOMO ... 0.31 eV

The geometry in XYZ format:
```
8
H3N3O2, DFT ωB97M-V with the def2-TZVPD basis set
O 11.888 -1.490 -0.106
O 11.590 0.326 1.009
N -6.475 -0.922 0.097
N 11.867 -0.247 -0.088
N 12.193 0.590 -1.066
H -7.138 -0.460 0.614
H 11.830 1.487 -0.739
H -5.767 -0.194 -0.106
```

Listed below, in e, are the Mulliken charges computed for each atom: -0.72, -0.70, -0.56, 1.00, -0.79, -0.24, 0.21, -0.20

***

Run two
Molecular formula: H3N3O2
Method: DFT, ωB97M-V with the def2-TZVPD basis set

Values from the calculation:
LUMO energy (alpha / beta) ... 4.65 / 4.61 eV
Molecular weight ... 77.0 g mol⁻¹
Net charge ... -2
Kohn-Sham gap (alpha / beta) ... 0.1591 / 0.1574 Eh
HOMO (alpha / beta) ... 0.32 / 0.32 eV

The geometry in XYZ format:
```
8
H3N3O2, DFT ωB97M-V with the def2-TZVPD basis set
O 7.027 1.017 0.793
O 7.066 0.339 -1.264
N 5.917 -2.094 0.479
N 6.556 0.313 -0.122
N -11.181 0.785 0.522
H -10.464 0.178 0.092
H -11.055 1.680 0.016
H 6.133 -2.219 -0.517
```

Listed below, in e, are the Mulliken charges computed for each atom: -0.52, -0.50, -0.31, 0.14, -0.57, -0.21, -0.22, 0.19

***

Most stable = run one